C23H41AlN2OP3 | wB97M-V/def2-TZVPD

```
71
Properties=species:S:1:pos:R:3
Al -1.035 2.800 -1.825
P 1.759 -1.338 1.850
P 1.279 2.931 -1.598
P -0.743 -2.804 -0.302
H -0.844 3.958 -4.166
C -1.387 3.127 -3.705
C -2.485 3.491 -2.782
H -2.669 4.546 -2.620
C 3.177 -2.068 1.034
C 2.156 0.268 2.558
C 1.060 -2.358 3.140
C 1.945 4.490 -2.257
C 1.837 2.838 0.143
C 2.216 1.562 -2.370
C -2.300 -3.008 -1.248
C -0.832 -4.242 0.821
C 0.463 -3.338 -1.580
H -1.599 2.292 -4.383
H -3.389 2.876 -2.828
H 3.683 -2.724 1.751
H 3.853 -1.270 0.704
H 2.880 -2.645 0.149
H 2.662 0.078 3.524
H 1.219 0.824 2.745
H 2.799 0.822 1.845
H 1.910 -2.698 3.754
H 0.540 -3.238 2.742
H 0.375 -1.784 3.775
H 2.962 4.663 -1.869
H 1.265 5.289 -1.925
H 1.948 4.421 -3.353
H 2.931 2.931 0.228
H 1.523 1.876 0.562
H 1.372 3.623 0.752
H 3.294 1.774 -2.390
H 1.847 1.440 -3.394
H 2.020 0.629 -1.824
H -2.804 -3.939 -0.950
H -2.116 -3.017 -2.334
H -2.965 -2.162 -1.021
H -1.522 -4.983 0.404
H -1.228 -3.883 1.781
H 0.167 -4.676 0.973
H -0.054 -3.813 -2.428
H 1.198 -4.036 -1.154
H 0.988 -2.446 -1.959
C -0.932 -0.089 -2.960
C -0.107 -0.693 -3.973
C -0.695 -1.374 -5.013
C -2.093 -1.444 -5.137
C -2.894 -0.669 -4.284
C -2.323 0.069 -3.267
O -0.405 0.247 -1.807
H 0.840 -1.115 0.788
H 0.977 -0.660 -3.860
H -0.050 -1.901 -5.716
H -2.538 -2.066 -5.900
H -3.976 -0.666 -4.388
H -2.956 0.733 -2.665
N -1.172 0.017 4.815
C -1.423 0.507 3.777
C -1.718 1.123 2.501
C -2.318 0.413 1.455
C -2.347 0.956 0.186
N -1.754 2.145 -0.094
C -1.406 2.945 0.955
C -1.334 2.446 2.247
H -2.717 -0.590 1.632
H -2.847 0.437 -0.640
H -1.123 3.986 0.732
H -0.974 3.075 3.059
```

Results
ΔE to the lowest compared entry with this formula, charge and spin: 77.6 kcal per mole
LUMO energy (alpha / beta): -10.237 / -10.857 eV
Total charge: +3
HOMO (alpha / beta): -0.5871 / -0.5867 Eh
Largest force on an atom: 3.88 eV Å⁻¹